1.
Density functional theory data (ωB97M-V with the def2-TZVPD basis set) for a structure of composition C25H38BrI2N7O2SSiYb.

Calculated values
* relative energy (zero: lowest compared OMol25 entry of this formula, charge and spin): 0.135 eV
* HOMO level (alpha / beta): -9.3 / -9.4 eV
* LUMO (alpha / beta): -3.220 / -3.218 eV
* expectation value of S²: 0.75

```
! RIJCOSX wB97M-V def2-TZVPD def2/J DEFGRID3
* xyz 1 2
Yb 0.055 0.036 0.648
I 1.147 -1.771 3.509
C 2.969 -1.926 2.466
I 3.388 -0.147 1.380
H 2.893 -2.712 1.724
H 3.790 -2.081 3.154
C -2.226 -0.719 3.879
Si -2.404 -0.386 2.006
C -3.542 1.181 1.953
C -4.306 1.308 0.632
C -2.630 2.407 2.098
C -4.559 1.210 3.100
C -3.282 -1.966 1.332
C -2.478 -3.188 1.800
C -4.716 -2.116 1.850
C -3.306 -1.975 -0.199
H -3.192 -0.975 4.321
H -1.848 0.161 4.407
H -1.557 -1.553 4.107
H -3.652 1.252 -0.240
H -4.820 2.275 0.589
H -5.066 0.533 0.522
H -1.940 2.502 1.252
H -2.037 2.371 3.018
H -3.226 3.327 2.129
H -5.212 0.337 3.098
H -5.197 2.097 3.009
H -4.073 1.259 4.076
H -2.452 -3.268 2.888
H -1.446 -3.165 1.434
H -2.941 -4.106 1.419
H -4.753 -2.152 2.942
H -5.154 -3.050 1.480
H -5.364 -1.302 1.521
H -2.297 -1.917 -0.621
H -3.881 -1.144 -0.611
H -3.757 -2.905 -0.564
N 3.512 3.133 3.149
C 2.874 4.238 2.733
N 3.306 5.432 3.143
N 1.827 4.220 1.932
C 1.327 3.151 1.434
N 0.789 2.228 0.972
H 4.268 3.180 3.810
H 3.139 2.221 2.926
H 4.103 5.542 3.743
H 2.821 6.249 2.815
N -0.358 0.030 -3.837
C -0.197 0.932 -2.874
S -1.355 1.051 -1.615
N 0.858 1.751 -2.900
C 1.894 1.841 -3.870
C 3.183 2.084 -3.411
C 4.226 2.210 -4.311
C 3.992 2.086 -5.675
C 2.702 1.861 -6.128
C 1.646 1.747 -5.233
H -1.121 -0.618 -3.735
H 0.372 -0.171 -4.501
H 0.953 2.315 -2.069
H 3.362 2.168 -2.345
H 5.227 2.400 -3.947
H 4.808 2.179 -6.378
H 2.504 1.791 -7.190
H 0.636 1.644 -5.607
Br 4.773 -3.723 -4.277
C 3.543 -3.879 -2.862
C 3.310 -5.121 -2.279
N 2.456 -5.301 -1.276
C 1.797 -4.238 -0.822
C 1.974 -2.963 -1.344
C 2.869 -2.774 -2.391
C 1.239 -1.805 -0.790
O 1.376 -0.661 -1.275
O 0.481 -1.978 0.238
H 3.835 -5.997 -2.639
H 1.094 -4.402 -0.014
H 3.026 -1.788 -2.807
*
```

2.
Density functional theory data (ωB97M-V with the def2-TZVPD basis set) for the molecule C16H18F3N3O3.

Calculated values
* relative energy (zero: lowest compared OMol25 entry of this formula, charge and spin): 0.000 eV
* HOMO level: -9.0 eV
* SMILES string: CCCCC(=O)N[C@]1(C(F)(F)F)NC(=O)N(Cc2ccccc2)C1=O
* LUMO: 0.500 eV

```
! RIJCOSX wB97M-V def2-TZVPD def2/J DEFGRID3
* xyz 0 1
C -2.142 -3.374 1.072
H -1.920 -3.576 2.117
C -3.050 -2.155 0.960
C -3.564 -1.920 -0.462
H -4.230 -1.053 -0.454
H -4.151 -2.784 -0.782
C -2.440 -1.702 -1.486
C -1.490 -0.632 -1.017
O -0.345 -0.814 -0.679
N -2.033 0.626 -0.986
H -2.987 0.779 -1.272
C -1.300 1.707 -0.389
N -0.327 2.331 -1.232
C 0.943 2.300 -0.711
O 1.931 2.758 -1.199
N 0.841 1.663 0.530
C -0.408 1.225 0.805
O -0.812 0.668 1.786
C 1.985 1.445 1.399
C 3.103 0.732 0.686
C 4.389 1.251 0.700
C 5.417 0.588 0.053
C 5.164 -0.595 -0.620
C 3.881 -1.113 -0.641
C 2.853 -0.457 0.012
H 1.852 -0.858 -0.012
H 3.678 -2.034 -1.168
H 5.965 -1.109 -1.130
H 6.415 1.000 0.068
H 4.588 2.179 1.216
H 1.613 0.850 2.239
H 2.329 2.416 1.767
H -0.520 2.699 -2.148
C -2.313 2.748 0.123
F -2.975 3.307 -0.909
F -3.238 2.215 0.918
F -1.719 3.740 0.784
H -1.871 -2.621 -1.617
H -2.868 -1.415 -2.448
H -3.915 -2.289 1.614
H -2.509 -1.273 1.310
H -2.621 -4.253 0.645
H -1.199 -3.200 0.559
*
```

3.
Density functional theory data (ωB97M-V with the def2-TZVPD basis set) for a structure of composition C33H36IN2O3PSc.

Calculated values
* relative energy (zero: lowest compared OMol25 entry of this formula, charge and spin): 0.543 eV
* HOMO level: -9.8 eV
* LUMO: -3.021 eV

```
! RIJCOSX wB97M-V def2-TZVPD def2/J DEFGRID3
* xyz 1 1
Sc -1.748 0.415 -0.322
O -1.583 0.228 -2.635
C -1.634 -0.980 -2.276
O -2.445 -1.315 -1.355
C -0.504 -1.889 -2.625
C -0.671 -3.115 -3.245
C 0.434 -3.921 -3.478
C 1.690 -3.509 -3.061
C 1.848 -2.297 -2.404
C 0.758 -1.461 -2.184
P 0.898 0.073 -1.178
C 1.405 1.400 -2.312
C 1.968 2.550 -1.763
C 2.333 3.607 -2.584
C 2.126 3.527 -3.954
C 1.556 2.386 -4.502
C 1.195 1.324 -3.687
C 2.345 -0.167 -0.110
C 3.639 -0.084 -0.633
C 4.734 -0.298 0.184
C 4.550 -0.593 1.530
C 3.271 -0.667 2.055
C 2.167 -0.452 1.240
H -1.661 -3.435 -3.545
H 0.312 -4.874 -3.975
H 2.552 -4.140 -3.231
H 2.830 -2.015 -2.048
H 2.139 2.618 -0.695
H 2.787 4.490 -2.152
H 2.416 4.349 -4.595
H 1.398 2.319 -5.571
H 0.753 0.436 -4.119
H 3.787 0.161 -1.678
H 5.733 -0.232 -0.227
H 5.407 -0.761 2.168
H 3.122 -0.892 3.103
H 1.172 -0.514 1.659
C -0.174 -2.763 5.452
C -0.406 -2.503 3.988
C -0.118 -3.474 3.042
C -0.370 -3.224 1.698
C -0.063 -4.242 0.636
C -0.891 -1.994 1.340
C -1.168 -0.962 2.258
C -0.922 -1.267 3.602
N -1.613 0.244 1.687
C -1.831 1.548 2.385
C -0.922 2.581 1.692
C -3.313 1.927 2.262
C -1.491 1.647 3.877
H 0.237 -3.757 5.617
H -1.107 -2.686 6.011
H 0.520 -2.035 5.875
H 0.286 -4.430 3.353
H 0.183 -5.208 1.073
H 0.788 -3.920 0.030
H -0.913 -4.375 -0.036
H -1.096 -1.870 0.280
H -1.128 -0.572 4.394
H -0.998 2.600 0.593
H 0.120 2.365 1.933
H -1.150 3.601 2.005
H -3.665 1.893 1.231
H -3.483 2.936 2.641
H -3.919 1.235 2.847
H -0.455 1.382 4.082
H -2.161 1.048 4.489
H -1.631 2.687 4.177
N -3.616 2.203 -3.029
C -3.197 2.760 -1.910
O -2.835 2.089 -0.916
C -3.119 4.251 -1.839
I -1.061 4.685 -2.218
H -3.451 1.213 -3.157
H -3.864 2.767 -3.825
H -3.351 4.591 -0.835
H -3.732 4.758 -2.577
*
```

Which value of relative energy (zero: lowest compared OMol25 entry of this formula, charge and spin) does entry 2 give?
0.000 eV

Please write out number 3 again, unchanged.
Density functional theory data (ωB97M-V with the def2-TZVPD basis set) for a structure of composition C33H36IN2O3PSc.

Calculated values
* relative energy (zero: lowest compared OMol25 entry of this formula, charge and spin): 0.543 eV
* HOMO level: -9.8 eV
* LUMO: -3.021 eV

```
! RIJCOSX wB97M-V def2-TZVPD def2/J DEFGRID3
* xyz 1 1
Sc -1.748 0.415 -0.322
O -1.583 0.228 -2.635
C -1.634 -0.980 -2.276
O -2.445 -1.315 -1.355
C -0.504 -1.889 -2.625
C -0.671 -3.115 -3.245
C 0.434 -3.921 -3.478
C 1.690 -3.509 -3.061
C 1.848 -2.297 -2.404
C 0.758 -1.461 -2.184
P 0.898 0.073 -1.178
C 1.405 1.400 -2.312
C 1.968 2.550 -1.763
C 2.333 3.607 -2.584
C 2.126 3.527 -3.954
C 1.556 2.386 -4.502
C 1.195 1.324 -3.687
C 2.345 -0.167 -0.110
C 3.639 -0.084 -0.633
C 4.734 -0.298 0.184
C 4.550 -0.593 1.530
C 3.271 -0.667 2.055
C 2.167 -0.452 1.240
H -1.661 -3.435 -3.545
H 0.312 -4.874 -3.975
H 2.552 -4.140 -3.231
H 2.830 -2.015 -2.048
H 2.139 2.618 -0.695
H 2.787 4.490 -2.152
H 2.416 4.349 -4.595
H 1.398 2.319 -5.571
H 0.753 0.436 -4.119
H 3.787 0.161 -1.678
H 5.733 -0.232 -0.227
H 5.407 -0.761 2.168
H 3.122 -0.892 3.103
H 1.172 -0.514 1.659
C -0.174 -2.763 5.452
C -0.406 -2.503 3.988
C -0.118 -3.474 3.042
C -0.370 -3.224 1.698
C -0.063 -4.242 0.636
C -0.891 -1.994 1.340
C -1.168 -0.962 2.258
C -0.922 -1.267 3.602
N -1.613 0.244 1.687
C -1.831 1.548 2.385
C -0.922 2.581 1.692
C -3.313 1.927 2.262
C -1.491 1.647 3.877
H 0.237 -3.757 5.617
H -1.107 -2.686 6.011
H 0.520 -2.035 5.875
H 0.286 -4.430 3.353
H 0.183 -5.208 1.073
H 0.788 -3.920 0.030
H -0.913 -4.375 -0.036
H -1.096 -1.870 0.280
H -1.128 -0.572 4.394
H -0.998 2.600 0.593
H 0.120 2.365 1.933
H -1.150 3.601 2.005
H -3.665 1.893 1.231
H -3.483 2.936 2.641
H -3.919 1.235 2.847
H -0.455 1.382 4.082
H -2.161 1.048 4.489
H -1.631 2.687 4.177
N -3.616 2.203 -3.029
C -3.197 2.760 -1.910
O -2.835 2.089 -0.916
C -3.119 4.251 -1.839
I -1.061 4.685 -2.218
H -3.451 1.213 -3.157
H -3.864 2.767 -3.825
H -3.351 4.591 -0.835
H -3.732 4.758 -2.577
*
```

relative energy (zero: lowest compared OMol25 entry of this formula, charge and spin) of number 2 (C16H18F3N3O3)?
0.000 eV

What is the relative energy (zero: lowest compared OMol25 entry of this formula, charge and spin) in the first record?
0.135 eV